1.
Here is a structure of composition C24H50ClNO2OsP2Si2 from the Open Molecules 2025 dataset. Energies are from ωB97M-V with the def2-TZVPD basis set.

Geometry as XYZ:
```
83
Properties=species:S:1:pos:R:3:mulliken_spin:R:1
Os 0.40 0.10 -0.14 0.31
C 1.80 1.67 -0.33 0.06
C 2.44 0.66 0.45 0.03
C 2.38 -0.56 -0.34 -0.01
Si 2.98 1.07 2.20 0.02
C 1.83 -0.25 -1.63 -0.01
C 1.54 1.18 -1.65 0.09
Si 0.80 2.35 -2.92 0.01
H 1.70 2.72 -0.03 -0.03
H 2.77 -1.54 -0.05 0.00
H 1.75 -0.93 -2.47 0.00
Cl -1.23 -1.77 0.05 0.09
C 1.17 4.15 -2.51 0.00
C 1.41 1.93 -4.64 0.00
C 3.27 2.92 2.44 0.00
C 4.52 0.09 2.66 0.00
H 2.50 2.13 -4.67 0.00
H 0.92 2.58 -5.37 0.00
H 1.23 0.88 -4.91 0.00
H 0.76 4.42 -1.52 0.00
H 0.71 4.81 -3.26 0.00
H 2.26 4.33 -2.51 0.00
H 5.35 0.41 2.01 0.00
H 4.38 -0.99 2.55 0.00
H 4.80 0.32 3.70 0.00
H 4.06 3.28 1.77 0.00
H 3.58 3.12 3.48 0.00
H 2.34 3.48 2.25 0.00
C -1.06 2.07 -2.64 0.01
C 1.41 0.62 3.16 0.01
P -1.37 0.35 -2.07 0.13
H -1.62 2.30 -3.56 0.00
H -1.37 2.72 -1.81 0.01
P 0.49 -0.73 2.31 0.13
H 0.73 1.50 3.14 0.00
H 1.66 0.35 4.20 0.00
C -0.97 -1.08 3.42 0.01
C 1.63 -2.23 2.54 0.01
C -0.97 -0.68 -3.60 0.01
C -3.23 0.25 -1.91 0.03
C -3.66 0.42 -0.45 0.03
H -3.49 -0.77 -2.23 0.00
C -3.96 1.25 -2.80 0.01
H -3.73 2.28 -2.50 0.00
H -5.05 1.10 -2.69 0.00
H -3.71 1.15 -3.85 0.00
H -3.27 -0.41 0.14 0.00
H -4.75 0.41 -0.37 0.00
H -3.26 1.35 -0.02 -0.01
H 0.11 -0.52 -3.74 0.00
C -1.67 -0.21 -4.89 0.00
C -1.18 -2.19 -3.37 0.01
H -1.48 0.84 -5.12 0.00
H -2.76 -0.36 -4.84 0.00
H -1.28 -0.80 -5.74 0.00
H -0.57 -2.56 -2.54 0.00
H -0.88 -2.73 -4.28 0.00
H -2.24 -2.41 -3.16 0.00
H 2.52 -1.97 1.95 0.00
C 1.05 -3.52 1.94 0.01
C 2.10 -2.46 3.99 0.00
H 2.58 -1.58 4.43 0.00
H 2.85 -3.27 4.00 0.00
H 1.26 -2.77 4.64 0.00
H 0.84 -3.41 0.87 0.00
H 0.12 -3.81 2.45 0.00
H 1.78 -4.33 2.05 0.00
C -2.21 -0.37 2.89 0.03
C -0.71 -0.70 4.87 0.01
H -1.12 -2.16 3.34 0.00
H -0.57 0.38 4.97 0.00
H 0.17 -1.19 5.29 0.00
H -1.58 -0.99 5.47 0.00
H -2.05 0.71 2.77 0.00
H -3.06 -0.54 3.56 0.00
H -2.47 -0.77 1.91 -0.01
C -2.52 -4.67 -0.16 0.97
H -1.61 -5.05 -0.64 0.01
H -2.62 -4.72 0.93 0.01
H -3.34 -4.28 -0.76 0.01
O -0.78 3.20 2.15 0.68
N -0.57 2.83 0.98 0.88
O -0.98 1.58 0.73 0.43
```

* LUMO (spin up / spin down): 0.329 / -0.756 eV
* spin multiplicity: 5
* energy relative to the best compared isomer or geometry (same formula, charge and spin): 15.95 kJ/mol
* <S²>: 6.021
* maximum force: 2.151 eV Å⁻¹
* charge: 0
* E: -2962.12492 a.u.

2.
Here is a structure of composition C24H50F6N3O4P2ReS2Si4 from the Open Molecules 2025 dataset. Energies are from ωB97M-V with the def2-TZVPD basis set.

Geometry as XYZ:
```
96
Properties=species:S:1:pos:R:3:mulliken_spin:R:1
Re 0.60 0.75 -0.44 2.21
F 4.83 3.06 1.39 0.00
C 5.38 2.18 0.56 0.00
F 5.83 1.14 1.26 0.00
F 6.38 2.74 -0.08 0.00
S 4.13 1.55 -0.64 0.01
O 3.00 1.12 0.20 0.11
O 4.76 0.51 -1.39 0.00
N 3.83 2.91 -1.38 0.00
S 2.68 2.87 -2.45 0.01
O 1.87 4.05 -2.42 0.00
O 2.03 1.57 -2.43 0.03
C 3.55 2.88 -4.08 0.00
F 2.64 2.78 -5.04 0.00
F 4.22 4.01 -4.21 0.00
F 4.38 1.85 -4.14 0.00
C -1.28 3.85 0.17 0.02
P 0.14 2.88 0.76 0.00
C 1.50 4.07 0.79 -0.02
C -0.19 2.56 2.52 0.03
C 0.98 1.81 3.14 -0.01
P 1.31 0.18 2.33 0.10
C 3.08 -0.03 2.76 0.02
C 0.63 -1.04 3.51 0.02
H -1.41 4.73 0.80 0.00
H -2.18 3.25 0.19 -0.01
H -1.08 4.17 -0.85 0.00
H 1.25 4.86 1.50 0.00
H 1.65 4.50 -0.20 0.00
H 2.43 3.59 1.10 0.01
H -1.11 1.98 2.57 -0.02
H -0.37 3.52 3.02 0.00
H 0.84 1.66 4.21 0.00
H 1.90 2.40 3.03 0.00
H 3.18 -0.09 3.84 0.00
H 3.66 0.81 2.39 0.00
H 3.47 -0.94 2.32 0.00
H 0.64 -0.63 4.52 0.00
H 1.28 -1.91 3.49 0.00
H -0.37 -1.35 3.25 0.00
C -2.38 0.14 3.95 0.00
Si -2.92 -0.20 2.16 0.05
C -4.05 -1.68 2.42 0.00
C -3.97 1.29 1.69 0.00
Si -1.45 -0.68 0.28 0.06
Si -3.22 -0.67 -1.41 0.02
C -4.77 -1.59 -0.86 0.00
C -3.90 1.02 -1.95 0.00
C -2.69 -1.56 -2.99 0.01
Si -0.84 -3.03 0.29 0.02
C -0.51 -3.69 -1.45 0.01
C -2.24 -4.08 0.97 0.00
C 0.66 -3.51 1.34 0.00
H -3.28 0.55 4.42 0.00
H -1.58 0.85 4.13 0.00
H -2.14 -0.78 4.47 0.00
H -4.99 -1.30 2.83 0.00
H -3.61 -2.35 3.16 0.00
H -4.28 -2.26 1.53 0.00
H -4.84 1.31 2.35 0.00
H -4.33 1.26 0.66 0.00
H -3.45 2.24 1.84 0.00
H -5.30 -1.08 -0.06 0.00
H -4.60 -2.63 -0.56 0.00
H -5.43 -1.61 -1.73 0.00
H -3.84 1.81 -1.21 0.00
H -4.96 0.87 -2.18 0.00
H -3.42 1.37 -2.86 0.00
H -2.78 -2.64 -2.86 0.00
H -1.68 -1.35 -3.33 0.00
H -3.37 -1.27 -3.79 0.00
H -1.38 -4.27 -1.78 0.00
H 0.34 -4.38 -1.41 0.00
H -0.31 -2.95 -2.21 0.00
H -3.17 -3.95 0.43 0.00
H -2.43 -3.91 2.03 0.00
H -1.93 -5.12 0.85 0.00
H 1.45 -2.76 1.40 0.00
H 1.09 -4.42 0.92 0.00
H 0.34 -3.74 2.36 0.00
C -0.72 1.44 -1.89 0.05
H -0.20 2.18 -2.51 0.02
H -1.61 1.90 -1.48 0.02
H -1.06 0.63 -2.54 0.04
N 4.23 -4.50 -4.41 0.01
C 3.64 -3.72 -3.81 0.00
C 2.90 -2.75 -3.05 0.01
C 3.10 -2.63 -1.68 -0.02
C 2.37 -1.69 -0.99 0.04
N 1.46 -0.90 -1.59 0.11
C 1.28 -1.01 -2.91 0.03
C 1.98 -1.92 -3.68 -0.01
H 3.83 -3.24 -1.16 0.00
H 2.52 -1.53 0.06 0.00
H 0.58 -0.34 -3.37 0.01
H 1.81 -1.98 -4.74 0.00
```

* LUMO (spin up / spin down): -3.562 / -4.483 eV
* spin multiplicity: 4
* energy relative to the best compared isomer or geometry (same formula, charge and spin): 0.00 kJ/mol
* <S²>: 3.793
* maximum force: 1.247 eV Å⁻¹
* charge: +1
* E: -4724.07932 a.u.

3.
Here is a structure of composition C24H50N2O2P2Pt from the Open Molecules 2025 dataset. Energies are from ωB97M-V with the def2-TZVPD basis set.

Geometry as XYZ:
```
81
Properties=species:S:1:pos:R:3:mulliken_spin:R:1
Pt 0.41 0.25 -0.81 0.81
C -1.12 1.23 -1.45 0.22
O -2.11 1.76 -1.74 0.10
C 1.51 -0.82 0.28 0.22
O 2.08 -1.49 1.04 0.12
P 1.16 2.28 0.30 0.29
C 0.29 2.49 1.91 0.04
H 0.83 3.32 2.36 0.03
C 2.97 2.34 0.80 0.06
H 3.12 1.34 1.23 0.01
C 0.79 3.92 -0.52 0.04
H -0.32 3.89 -0.57 0.01
C -0.81 -1.29 -3.81 -0.01
P -0.31 -1.65 -2.06 0.37
H -1.83 -3.40 -1.89 0.04
H -1.62 -0.54 -3.69 0.01
C 0.78 -3.15 -2.28 0.11
H 0.34 -3.66 -3.14 0.02
C 3.89 2.50 -0.41 0.04
H 3.90 3.52 -0.81 0.00
H 3.61 1.81 -1.23 0.00
H 4.92 2.25 -0.12 0.00
C 3.38 3.35 1.90 0.05
H 4.46 3.24 2.08 0.01
H 2.88 3.16 2.86 0.00
H 3.20 4.39 1.61 0.00
C 1.14 5.22 0.25 0.04
H 0.79 5.23 1.29 0.00
H 0.64 6.05 -0.27 0.00
H 2.22 5.44 0.22 0.00
C 1.32 4.00 -1.95 0.05
H 0.73 4.75 -2.49 0.00
H 1.21 3.05 -2.48 0.00
H 2.37 4.31 -1.99 0.00
C -1.18 2.89 1.79 0.02
H -1.30 3.93 1.45 0.00
H -1.68 2.79 2.77 0.01
H -1.73 2.26 1.08 0.00
C 0.44 1.28 2.83 0.06
H -0.27 0.47 2.60 -0.04
H 0.21 1.59 3.86 0.01
H 1.46 0.86 2.85 0.00
C -1.39 -2.48 -4.60 0.04
H -2.18 -3.02 -4.07 0.00
H -0.60 -3.20 -4.88 0.00
H -1.82 -2.09 -5.54 0.00
C 0.34 -0.64 -4.59 0.05
H 1.07 -1.38 -4.94 0.00
C -1.82 -2.62 0.12 0.09
H 0.85 0.13 -4.00 -0.01
H -0.08 -0.15 -5.48 0.01
C -3.15 -1.71 -1.80 0.02
H -2.29 -1.78 0.66 -0.04
H -2.36 -3.55 0.36 0.00
H -0.81 -2.72 0.53 -0.03
C -1.85 -2.41 -1.40 -0.01
H -3.98 -2.27 -1.37 0.01
H -3.30 -1.66 -2.89 0.00
H -3.20 -0.68 -1.40 0.00
C 0.78 -4.14 -1.11 0.01
H 1.14 -3.68 -0.19 0.00
H 1.46 -4.97 -1.35 0.01
H -0.22 -4.57 -0.92 0.00
C 2.21 -2.75 -2.64 0.06
H 2.26 -2.01 -3.45 0.01
H 2.76 -3.65 -2.96 0.00
H 2.73 -2.33 -1.77 0.00
H -4.12 -0.21 1.57 0.00
H -4.24 0.53 1.66 0.00
C -0.24 -3.10 3.87 0.02
C -1.37 -2.19 4.15 0.26
N -1.69 -1.08 3.53 0.00
C -2.83 -0.59 4.14 0.34
C -3.20 -1.44 5.16 0.35
N -2.25 -2.44 5.16 -0.02
H 0.44 -3.12 4.73 0.03
H -0.62 -4.11 3.67 0.03
H 0.30 -2.74 2.99 0.00
H -3.28 0.32 3.78 0.02
H -4.02 -1.40 5.88 0.00
H -2.20 -3.27 5.73 -0.01
```

* LUMO (spin up / spin down): -12.597 / -17.338 eV
* spin multiplicity: 5
* energy relative to the best compared isomer or geometry (same formula, charge and spin): 0.00 kJ/mol
* <S²>: 6.028
* maximum force: 5.608 eV Å⁻¹
* charge: +4
* E: -2004.74212 a.u.